Entry 1:
Density functional theory data (ωB97M-V with the def2-TZVPD basis set) for the molecule C2H3N3OS at a distorted geometry.

Last column: Löwdin charge in e.
Cartesian coordinates (Å):
O: -0.181 2.045 -0.049  0.05
C: -0.590 0.905 0.002  -0.51
N: -1.794 0.248 0.091  0.05
N: -1.780 -1.189 -0.004  0.08
C: -0.534 -1.364 -0.034  -0.30
N: 0.308 -0.272 -0.142  -0.43
S: 1.986 -0.285 0.006  0.80
H: -2.691 0.818 0.049  0.19
H: 0.004 -2.366 0.231  0.15
H: 1.964 0.994 0.602  -0.07

## Properties
HOMO-LUMO gap in eV: 9.66
SMILES: O=c1[nH]ncn1S
LUMO in eV: 0.64
ΔE to the lowest compared entry with this formula, charge and spin in kcal/mol: 19.66
E_HOMO in eV: -9.02
E_tot in a.u.: -715.66491
F_max in hartree/bohr: 0.1095

Entry 2:
Density functional theory data (ωB97M-V with the def2-TZVPD basis set) for a 13-piece molecular cluster, C26H78O20 overall at a distorted geometry.

Last column: Löwdin charge in e.
Cartesian coordinates (Å):
C: -3.741 1.154 4.957  -0.22
C: -3.608 0.543 3.578  -0.24
O: -4.864 -0.098 3.262  -0.07
O: -4.641 2.303 4.961  -0.08
H: -2.710 1.448 5.231  0.12
H: -4.104 0.366 5.620  0.12
H: -2.815 -0.222 3.633  0.10
H: -3.369 1.266 2.815  0.11
H: -5.289 0.412 2.568  0.08
H: -5.569 2.063 5.088  0.08
C: 5.274 -0.883 1.524  -0.24
C: 4.116 -1.887 1.466  -0.20
O: 2.845 -1.319 1.112  -0.11
O: 5.109 0.168 2.431  -0.05
H: 5.389 -0.450 0.527  0.11
H: 6.179 -1.420 1.799  0.12
H: 3.970 -2.303 2.468  0.11
H: 4.341 -2.711 0.789  0.12
H: 2.962 -0.818 0.281  0.05
H: 4.364 0.747 2.221  0.06
C: 0.608 -2.833 -5.038  -0.19
C: 1.214 -1.863 -4.039  -0.18
O: 2.686 -1.982 -4.070  -0.10
O: 1.082 -2.530 -6.410  -0.07
H: -0.493 -2.718 -4.966  0.11
H: 0.966 -3.831 -4.711  0.13
H: 0.834 -2.107 -3.056  0.10
H: 1.006 -0.815 -4.288  0.10
H: 2.996 -2.140 -4.977  0.10
H: 0.383 -2.715 -7.027  0.07
C: 3.038 1.618 -1.309  -0.20
C: 3.867 0.571 -2.005  -0.22
O: 3.448 -0.764 -1.671  -0.09
O: 3.362 1.590 0.097  -0.09
H: 1.974 1.460 -1.478  0.10
H: 3.368 2.584 -1.747  0.14
H: 4.903 0.700 -1.658  0.12
H: 3.910 0.749 -3.091  0.12
H: 3.255 -1.245 -2.501  0.05
H: 2.565 1.400 0.624  0.07
C: -1.036 5.486 -0.345  -0.21
C: -2.248 6.170 0.302  -0.21
O: -1.791 6.914 1.456  -0.08
O: -0.479 4.527 0.552  -0.09
H: -0.260 6.221 -0.601  0.13
H: -1.348 4.938 -1.239  0.12
H: -2.931 5.401 0.654  0.12
H: -2.710 6.869 -0.409  0.12
H: -2.514 6.910 2.109  0.10
H: -0.422 5.007 1.380  0.08
C: 2.675 3.217 3.443  -0.18
C: 2.865 4.293 2.352  -0.23
O: 3.994 4.011 1.517  -0.08
O: 2.195 1.988 2.811  -0.10
H: 1.911 3.564 4.125  0.11
H: 3.596 3.059 4.009  0.12
H: 3.054 5.283 2.797  0.12
H: 1.935 4.366 1.785  0.10
H: 3.785 3.189 1.028  0.04
H: 1.641 1.515 3.465  0.04
C: 1.623 -1.450 4.079  -0.21
C: 0.319 -0.687 3.968  -0.22
O: 0.429 0.581 4.627  -0.08
O: 1.876 -1.703 5.493  -0.07
H: 2.455 -0.871 3.696  0.10
H: 1.594 -2.379 3.486  0.12
H: -0.509 -1.279 4.346  0.11
H: 0.186 -0.508 2.903  0.09
H: 1.071 0.497 5.361  0.11
H: 2.262 -2.588 5.564  0.09
C: 1.598 -5.097 -0.993  -0.07
C: 1.315 -3.667 -0.683  -0.32
O: 1.202 -3.677 0.729  -0.12
H: 2.550 -5.379 -0.541  0.08
H: 1.731 -5.190 -2.072  0.07
H: 0.805 -5.750 -0.604  0.08
H: 0.355 -3.301 -1.066  0.09
H: 2.094 -2.980 -1.082  0.11
H: 1.236 -2.806 1.154  0.05
C: -4.117 1.928 -1.169  -0.07
C: -3.798 0.712 -2.016  -0.33
O: -4.984 -0.057 -2.204  -0.10
H: -3.154 2.375 -0.930  0.05
H: -4.556 1.543 -0.261  0.06
H: -4.829 2.633 -1.598  0.08
H: -3.001 0.140 -1.546  0.08
H: -3.458 1.016 -3.027  0.12
H: -4.755 -0.696 -2.911  0.04
C: 1.016 2.005 -4.728  -0.10
C: 0.051 2.292 -3.663  -0.37
O: -0.539 1.105 -3.235  -0.09
H: 0.525 1.528 -5.585  0.09
H: 1.865 1.453 -4.305  0.06
H: 1.392 2.967 -5.127  0.09
H: -0.738 2.968 -4.016  0.12
H: 0.580 2.792 -2.832  0.11
H: -0.774 1.255 -2.304  0.04
C: -2.094 -3.141 2.590  -0.08
C: -2.365 -4.130 1.489  -0.34
O: -1.316 -5.044 1.410  -0.09
H: -1.202 -2.581 2.292  0.05
H: -1.845 -3.697 3.496  0.09
H: -2.890 -2.421 2.824  0.07
H: -2.512 -3.627 0.524  0.09
H: -3.263 -4.703 1.667  0.11
H: -0.439 -4.634 1.259  0.05
C: -2.668 -2.861 -2.520  -0.09
C: -3.426 -3.174 -3.793  -0.26
O: -4.234 -2.012 -4.172  -0.10
H: -1.968 -2.047 -2.670  0.06
H: -2.102 -3.752 -2.215  0.08
H: -3.345 -2.638 -1.685  0.08
H: -4.077 -4.031 -3.635  0.11
H: -2.717 -3.360 -4.607  0.10
H: -4.801 -2.302 -4.893  0.09
C: -0.311 -0.470 -0.191  -0.06
C: -0.622 0.776 0.533  -0.32
O: -0.734 1.799 -0.399  -0.09
H: -0.093 -1.147 0.631  0.05
H: 0.636 -0.376 -0.726  0.08
H: -1.110 -0.913 -0.800  0.07
H: 0.079 1.100 1.312  0.11
H: -1.579 0.641 1.042  0.11
H: -0.639 2.606 0.127  0.06

## Properties
HOMO-LUMO gap in eV: 9.95
LUMO in eV: 0.27
ΔE to the lowest compared entry with this formula, charge and spin in kcal/mol: 0.00
E_HOMO in eV: -9.68
E_tot in a.u.: -2542.06627
F_max in hartree/bohr: 0.0437

Entry 3:
Density functional theory data (ωB97M-V with the def2-TZVPD basis set) for C56H69Cl3GeN3OP3S2SeTi as an isolated structure at a distorted geometry.

Last column: Löwdin charge in e.
Cartesian coordinates (Å):
Ti: -0.365 -0.698 0.396  0.70
C: 2.409 0.079 1.269  -0.39
C: 1.817 0.398 2.665  -0.35
P: 0.464 -0.845 2.906  0.99
C: 1.121 -1.974 4.220  -0.36
C: 1.320 -1.395 5.474  -0.08
C: 1.804 -2.155 6.527  -0.04
C: 2.062 -3.507 6.350  -0.04
C: 1.888 -4.083 5.101  -0.06
C: 1.436 -3.318 4.036  -0.14
C: -0.862 -0.103 3.940  -0.40
C: -1.916 -0.964 4.256  -0.12
C: -2.943 -0.546 5.084  -0.06
C: -2.942 0.748 5.590  -0.04
C: -1.891 1.602 5.295  -0.04
C: -0.845 1.178 4.486  -0.12
P: 2.886 -1.727 1.358  1.06
C: 4.599 -1.535 1.971  -0.35
C: 5.558 -0.874 1.202  -0.09
C: 6.830 -0.671 1.708  -0.05
C: 7.157 -1.122 2.981  -0.05
C: 6.209 -1.785 3.743  -0.06
C: 4.932 -1.998 3.241  -0.09
C: 3.159 -2.302 -0.354  -0.38
C: 3.129 -3.691 -0.506  -0.11
C: 3.426 -4.278 -1.725  -0.06
C: 3.779 -3.477 -2.801  -0.06
C: 3.825 -2.097 -2.656  -0.07
C: 3.504 -1.504 -1.442  -0.12
H: 3.257 0.711 1.038  0.07
H: 1.589 0.238 0.515  0.02
H: 1.473 1.429 2.738  0.06
H: 2.581 0.233 3.427  0.10
H: 1.096 -0.349 5.637  0.11
H: 1.967 -1.690 7.490  0.12
H: 2.413 -4.106 7.179  0.12
H: 2.116 -5.130 4.951  0.12
H: 1.360 -3.780 3.062  0.07
H: -1.910 -1.983 3.883  0.10
H: -3.738 -1.229 5.358  0.12
H: -3.751 1.086 6.224  0.12
H: -1.868 2.599 5.716  0.12
H: -0.004 1.841 4.319  0.11
H: 5.320 -0.514 0.209  0.09
H: 7.565 -0.151 1.108  0.12
H: 8.149 -0.952 3.377  0.12
H: 6.460 -2.129 4.738  0.12
H: 4.198 -2.516 3.847  0.09
H: 2.914 -4.305 0.363  0.10
H: 3.422 -5.356 -1.830  0.12
H: 4.039 -3.925 -3.752  0.12
H: 4.152 -1.491 -3.492  0.12
H: 3.578 -0.429 -1.321  0.10
C: -1.298 -3.316 -6.333  -0.19
Ge: -1.887 -2.627 -4.600  0.81
C: -3.339 -1.319 -4.760  -0.18
C: -2.507 -4.093 -3.435  -0.21
C: -0.191 -1.770 -3.867  -0.52
Se: -0.255 -0.476 -2.403  0.93
C: 1.210 0.659 -3.000  -0.31
H: -2.137 -3.836 -6.798  0.04
H: -0.475 -4.023 -6.234  0.03
H: -0.990 -2.510 -6.997  0.03
H: -4.211 -1.850 -5.142  0.04
H: -3.079 -0.545 -5.475  0.02
H: -3.603 -0.865 -3.804  -0.01
H: -3.340 -4.568 -3.955  0.04
H: -2.870 -3.749 -2.466  0.00
H: -1.735 -4.849 -3.292  0.02
H: 0.192 -1.168 -4.693  0.03
H: 0.545 -2.533 -3.623  0.02
H: 0.845 1.252 -3.836  0.04
H: 2.028 0.026 -3.322  0.02
H: 1.527 1.296 -2.179  0.01
Cl: -0.348 2.452 -7.558  0.73
C: -0.495 3.293 -6.061  -0.67
C: 0.470 4.217 -5.697  -0.07
C: 0.368 4.853 -4.476  -0.01
C: -0.664 4.595 -3.570  -0.16
C: -0.673 5.438 -2.291  -0.24
C: -1.200 4.906 -0.933  -0.04
N: -0.828 3.612 -0.323  0.01
C: -0.788 3.489 1.044  0.00
C: -0.628 2.176 1.318  -0.14
N: -0.568 1.457 0.136  -0.07
C: -0.680 2.380 -0.838  -0.14
O: 0.544 6.129 -2.111  -0.11
C: 1.757 5.458 -1.836  -0.16
C: 2.055 5.365 -0.368  -0.33
C: 2.921 4.462 0.162  -0.98
Cl: 3.840 3.341 -0.758  0.68
S: 3.130 4.633 1.866  1.01
C: 2.023 5.945 1.879  -0.39
C: 1.546 6.233 0.641  -0.14
C: -1.665 3.725 -4.008  -0.58
Cl: -3.128 3.435 -3.107  0.76
C: -1.581 3.069 -5.229  -0.13
H: 1.283 4.456 -6.370  0.12
H: 1.106 5.599 -4.219  0.13
H: -1.352 6.270 -2.505  0.18
H: -2.286 4.916 -0.962  0.11
H: -0.879 5.668 -0.224  0.12
H: -0.887 4.333 1.705  0.15
H: -0.615 1.700 2.281  0.05
H: -0.711 2.181 -1.894  0.09
H: 2.530 6.070 -2.310  0.15
H: 1.797 4.463 -2.291  0.11
H: 1.811 6.442 2.812  0.08
H: 0.873 7.052 0.429  0.13
H: -2.387 2.422 -5.543  0.10
S: -0.794 -5.198 1.010  1.17
C: -0.896 -4.834 -0.656  -0.33
C: -0.751 -3.506 -0.861  -0.24
N: -0.569 -2.760 0.288  -0.17
C: -0.590 -3.554 1.347  -0.51
H: -1.069 -5.602 -1.392  0.09
H: -0.778 -3.035 -1.827  0.04
H: -0.507 -3.195 2.357  0.03
C: -3.926 -2.845 1.938  -0.11
C: -4.081 -2.001 0.675  -0.35
P: -2.967 -0.539 0.541  0.98
C: -3.495 0.147 -1.092  -0.41
C: -4.951 -0.059 -1.517  -0.12
C: -3.596 0.624 1.839  -0.35
C: -4.701 1.598 1.431  -0.10
H: -4.618 -3.685 1.903  0.10
H: -4.156 -2.266 2.832  0.06
H: -2.917 -3.240 2.031  0.03
H: -5.095 -1.602 0.624  0.09
H: -3.908 -2.611 -0.216  0.08
H: -2.848 -0.316 -1.837  -0.01
H: -3.253 1.209 -1.078  0.04
H: -5.157 -1.102 -1.752  0.08
H: -5.135 0.526 -2.418  0.08
H: -5.661 0.276 -0.764  0.06
H: -2.740 1.186 2.211  0.04
H: -3.945 -0.002 2.660  0.07
H: -4.414 2.212 0.576  0.07
H: -4.897 2.267 2.269  0.09
H: -5.632 1.083 1.202  0.07

## Properties
HOMO-LUMO gap (alpha / beta) in eV: 5.98 / 6.38
Total charge: +3
⟨S²⟩: 0.76
LUMO (alpha / beta) in eV: -8.87 / -8.47
2S+1: 2
ΔE to the lowest compared entry with this formula, charge and spin in kcal/mol: 37.43
E_HOMO (alpha / beta) in eV: -14.85 / -14.85
E_tot in a.u.: -10942.83485
F_max in hartree/bohr: 0.0245

Entry 4:
Density functional theory data (ωB97M-V with the def2-TZVPD basis set) for C48H50F4N7O3PS2Si3Zr as an isolated structure at a distorted geometry.

Last column: Löwdin charge in e.
Cartesian coordinates (Å):
Zr: -0.847 0.161 -1.023  1.54
O: -2.208 -3.243 -2.004  -0.23
S: -1.897 -2.398 -0.903  0.56
O: -0.452 -2.005 -0.810  -0.48
O: -2.551 -1.014 -0.949  -0.46
C: -2.486 -3.107 0.571  -0.30
C: -3.320 -4.207 0.408  -0.02
C: -3.986 -4.709 1.518  -0.03
C: -3.833 -4.087 2.742  -0.02
C: -2.987 -2.992 2.890  -0.04
C: -2.273 -2.487 1.815  -0.30
P: -1.021 -1.146 2.005  1.11
C: -1.361 -0.482 3.669  -0.38
C: -1.935 0.778 3.787  -0.12
C: -2.256 1.303 5.031  -0.05
C: -2.005 0.567 6.175  -0.05
C: -1.428 -0.695 6.075  -0.05
C: -1.107 -1.215 4.835  -0.12
C: 0.502 -2.128 2.320  -0.36
C: 0.779 -3.349 1.714  -0.08
C: 1.940 -4.043 2.022  -0.07
C: 2.836 -3.540 2.955  -0.06
C: 2.570 -2.322 3.568  -0.07
C: 1.425 -1.613 3.237  -0.12
H: -3.454 -4.643 -0.569  0.12
H: -4.637 -5.564 1.415  0.12
H: -4.372 -4.456 3.604  0.12
H: -2.894 -2.532 3.864  0.10
H: -2.131 1.364 2.902  0.06
H: -2.697 2.288 5.103  0.12
H: -2.255 0.972 7.146  0.12
H: -1.229 -1.274 6.966  0.12
H: -0.651 -2.196 4.779  0.12
H: 0.084 -3.792 1.008  0.10
H: 2.133 -4.994 1.544  0.12
H: 3.721 -4.103 3.216  0.11
H: 3.241 -1.932 4.322  0.11
H: 1.225 -0.674 3.738  0.11
C: 0.078 2.817 2.051  -0.17
Si: -0.097 3.329 0.265  0.39
C: -0.481 5.150 0.283  -0.16
C: 1.619 3.192 -0.519  -0.18
C: -1.371 2.315 -0.753  -0.58
Si: -3.235 2.302 -0.199  0.42
C: -3.805 1.041 1.088  -0.17
C: -4.384 1.887 -1.626  -0.17
C: -3.699 3.960 0.506  -0.16
Si: -1.375 3.025 -2.504  0.43
C: 0.227 3.412 -3.369  -0.17
C: -2.456 4.516 -2.776  -0.15
C: -2.028 1.580 -3.572  -0.29
C: -2.731 1.751 -4.761  -0.04
C: -3.076 0.659 -5.533  -0.01
C: -2.679 -0.605 -5.113  -0.03
C: -1.972 -0.721 -3.940  -0.14
N: -1.659 0.337 -3.170  -0.10
H: 1.019 3.242 2.411  0.04
H: 0.118 1.739 2.218  -0.01
H: -0.716 3.226 2.676  0.04
H: 0.324 5.672 0.803  0.05
H: -1.409 5.380 0.800  0.02
H: -0.536 5.576 -0.718  0.03
H: 2.359 3.072 0.275  0.02
H: 1.871 4.106 -1.053  0.04
H: 1.758 2.369 -1.221  -0.02
H: -3.150 0.200 1.315  -0.04
H: -4.725 0.606 0.697  0.05
H: -4.040 1.538 2.029  0.04
H: -4.223 0.873 -2.002  0.03
H: -4.371 2.562 -2.474  0.02
H: -5.391 1.910 -1.206  0.05
H: -3.281 4.090 1.505  0.04
H: -4.785 4.011 0.597  0.05
H: -3.374 4.798 -0.106  0.02
H: 0.710 4.305 -2.978  0.04
H: -0.049 3.619 -4.406  0.05
H: 0.953 2.602 -3.361  -0.01
H: -2.100 5.355 -2.181  0.03
H: -3.501 4.368 -2.525  0.03
H: -2.393 4.823 -3.821  0.05
H: -3.021 2.748 -5.059  0.12
H: -3.649 0.783 -6.442  0.13
H: -2.925 -1.492 -5.677  0.12
H: -1.661 -1.700 -3.588  0.09
F: 5.758 -2.358 0.342  0.14
C: 5.662 -1.290 1.136  -0.12
C: 6.711 -0.935 1.901  -0.11
F: 7.817 -1.661 1.847  0.16
C: 6.671 0.202 2.826  0.00
C: 5.418 0.961 2.795  -0.11
C: 4.398 0.623 1.989  -0.11
F: 3.274 1.373 1.977  0.11
C: 4.420 -0.542 1.129  0.00
C: 3.335 -0.895 0.387  -0.10
C: 2.108 -0.165 0.382  -0.13
N: 1.069 0.280 0.171  0.04
C: 3.215 -2.063 -0.448  -0.14
N: 2.977 -2.967 -1.119  0.24
F: 5.301 2.030 3.572  0.16
C: 7.702 0.522 3.651  -0.09
C: 8.969 -0.160 3.646  -0.14
N: 10.011 -0.636 3.655  0.25
C: 7.637 1.573 4.631  -0.14
N: 7.583 2.371 5.452  0.25
S: 1.371 -0.120 -2.684  0.72
C: 1.195 -1.378 -3.867  -0.73
N: 1.439 -2.632 -3.535  0.05
C: 1.441 -3.724 -4.511  -0.13
C: 0.425 -3.407 -5.595  -0.14
C: 0.730 -2.044 -6.198  -0.14
N: 0.860 -1.068 -5.113  0.04
H: 1.724 -2.813 -2.572  0.06
H: 1.198 -4.643 -3.981  0.13
H: 2.444 -3.829 -4.930  0.14
H: -0.576 -3.403 -5.157  0.11
H: 0.448 -4.170 -6.371  0.13
H: -0.076 -1.709 -6.850  0.13
H: 1.651 -2.065 -6.783  0.13
H: 0.815 -0.080 -5.322  0.14

## Properties
HOMO-LUMO gap in eV: 5.79
Total charge: +2
LUMO in eV: -7.62
ΔE to the lowest compared entry with this formula, charge and spin in kcal/mol: 0.00
E_HOMO in eV: -13.41
E_tot in a.u.: -4920.51064
F_max in hartree/bohr: 0.0329

Q: Which formula does entry 2 have?
A: C26H78O20